No. 1
Here is a gas-phase ion, C5H11OS (charge +1) in a non-equilibrium geometry from the OMol25 dataset. Energies are from ωB97M-V with the def2-TZVPD basis set.

ΔE to the lowest compared entry with this formula, charge and spin = 1.748 eV
total energy = -18236.5399 eV

```
! wB97M-V def2-TZVPD RIJCOSX def2/J DEFGRID3
* xyz 1 1
C -1.369 0.141 0.597
C -1.478 -1.010 -0.320
C -0.146 -0.006 1.417
C -0.156 -1.125 -1.102
C 2.188 1.134 -0.432
O 2.048 -1.444 0.712
S 1.096 -0.509 0.191
H -1.307 1.044 0.099
H -2.186 0.269 1.300
H -1.771 -1.929 0.367
H -2.403 -0.730 -0.914
H 0.355 0.824 2.041
H -0.095 -0.899 2.051
H 0.098 -2.057 -1.601
H -0.083 -0.304 -1.848
H 2.518 1.521 0.487
H 1.668 1.617 -1.189
H 2.981 0.800 -0.978
*
```


No. 2
Here is a single C19H23FN2O2 molecule from the OMol25 dataset. Energies are from ωB97M-V with the def2-TZVPD basis set.

SMILES = COc1ccc(CN2CCN(c3ccccc3F)CC2)c(OC)c1
ΔE to the lowest compared entry with this formula, charge and spin = 1.617 eV
total energy = -29867.6777 eV

```
! wB97M-V def2-TZVPD RIJCOSX def2/J DEFGRID3
* xyz 0 1
C -3.089 -3.986 0.071
O -3.659 -2.707 0.199
C -2.878 -1.622 -0.082
C -1.564 -1.675 -0.521
C -0.889 -0.491 -0.764
C -1.481 0.744 -0.576
C -0.684 2.001 -0.819
N 0.653 1.830 -0.293
C 0.689 1.824 1.155
C 2.152 1.614 1.590
N 2.933 1.054 0.509
C 2.928 -0.297 0.226
C 3.798 -0.800 -0.757
C 3.865 -2.138 -1.082
C 3.077 -3.065 -0.423
C 2.243 -2.617 0.584
C 2.177 -1.274 0.897
F 1.330 -0.960 1.916
C 3.037 2.016 -0.573
C 1.672 2.712 -0.806
C -2.813 0.793 -0.141
O -3.357 2.037 0.020
C -4.681 2.134 0.483
C -3.498 -0.386 0.100
H -3.870 -4.688 0.360
H -2.784 -4.190 -0.961
H -2.227 -4.109 0.735
H -1.054 -2.612 -0.674
H 0.138 -0.522 -1.095
H -0.606 2.174 -1.898
H -1.208 2.862 -0.373
H 0.301 2.770 1.578
H 0.054 1.009 1.505
H 2.218 0.985 2.475
H 2.613 2.577 1.835
H 4.460 -0.116 -1.266
H 4.550 -2.460 -1.853
H 3.120 -4.112 -0.674
H 1.620 -3.299 1.143
H 3.334 1.508 -1.487
H 3.804 2.758 -0.320
H 1.651 3.703 -0.316
H 1.518 2.866 -1.876
H -5.385 1.670 -0.213
H -4.796 1.681 1.473
H -4.891 3.201 0.549
H -4.521 -0.395 0.438
*
```


No. 3
Here is a single C23H30N6O5 molecule in a non-equilibrium geometry from the OMol25 dataset. Energies are from ωB97M-V with the def2-TZVPD basis set.

SMILES = Cn1c(=O)c2c(nc(CN3CCN(C(=O)c4ccco4)CC3)n2CC(=O)C(C)(C)C)n(C)c1=O
total energy = -43517.6232 eV

```
! wB97M-V def2-TZVPD RIJCOSX def2/J DEFGRID3
* xyz 0 1
C -3.547 -4.387 -0.598
N -2.507 -3.457 -0.192
C -2.898 -2.171 0.178
O -4.069 -1.821 0.178
C -1.772 -1.376 0.542
C -0.477 -1.864 0.532
N 0.389 -0.913 0.938
C -0.349 0.158 1.183
C 0.209 1.480 1.619
N 1.508 1.804 1.074
C 1.530 1.771 -0.381
C 2.861 2.333 -0.875
N 3.951 1.551 -0.324
C 4.530 0.617 -1.118
O 4.241 0.508 -2.302
C 5.576 -0.272 -0.571
C 6.032 -1.419 -1.171
C 7.062 -1.920 -0.347
C 7.169 -1.043 0.688
O 6.278 -0.047 0.566
C 3.928 1.571 1.119
C 2.594 1.007 1.619
N -1.666 -0.071 0.976
C -2.790 0.821 1.039
C -2.849 1.716 -0.204
O -1.854 1.938 -0.844
C -4.224 2.231 -0.593
C -5.116 2.525 0.614
C -4.842 1.110 -1.447
C -4.063 3.496 -1.441
N -0.190 -3.137 0.156
C 1.180 -3.600 0.132
C -1.217 -3.977 -0.222
O -1.016 -5.122 -0.562
H -4.499 -3.865 -0.530
H -3.541 -5.257 0.057
H -3.366 -4.719 -1.620
H 0.286 1.498 2.713
H -0.481 2.270 1.307
H 0.702 2.374 -0.757
H 1.418 0.746 -0.766
H 2.916 2.278 -1.962
H 2.977 3.368 -0.544
H 5.664 -1.832 -2.087
H 7.643 -2.805 -0.505
H 7.816 -1.015 1.542
H 4.754 1.001 1.533
H 4.020 2.614 1.441
H 2.559 1.073 2.709
H 2.509 -0.049 1.324
H -3.688 0.204 1.098
H -2.726 1.458 1.926
H -4.627 3.211 1.303
H -6.035 2.993 0.270
H -5.386 1.620 1.149
H -4.893 0.172 -0.900
H -5.849 1.394 -1.742
H -4.249 0.952 -2.346
H -5.019 3.788 -1.866
H -3.686 4.316 -0.833
H -3.358 3.319 -2.250
H 1.606 -3.540 1.134
H 1.767 -2.975 -0.541
H 1.177 -4.631 -0.217
*
```


Repeat the third record exactly.
Here is a single C23H30N6O5 molecule in a non-equilibrium geometry from the OMol25 dataset. Energies are from ωB97M-V with the def2-TZVPD basis set.

SMILES = Cn1c(=O)c2c(nc(CN3CCN(C(=O)c4ccco4)CC3)n2CC(=O)C(C)(C)C)n(C)c1=O
total energy = -43517.6232 eV

```
! wB97M-V def2-TZVPD RIJCOSX def2/J DEFGRID3
* xyz 0 1
C -3.547 -4.387 -0.598
N -2.507 -3.457 -0.192
C -2.898 -2.171 0.178
O -4.069 -1.821 0.178
C -1.772 -1.376 0.542
C -0.477 -1.864 0.532
N 0.389 -0.913 0.938
C -0.349 0.158 1.183
C 0.209 1.480 1.619
N 1.508 1.804 1.074
C 1.530 1.771 -0.381
C 2.861 2.333 -0.875
N 3.951 1.551 -0.324
C 4.530 0.617 -1.118
O 4.241 0.508 -2.302
C 5.576 -0.272 -0.571
C 6.032 -1.419 -1.171
C 7.062 -1.920 -0.347
C 7.169 -1.043 0.688
O 6.278 -0.047 0.566
C 3.928 1.571 1.119
C 2.594 1.007 1.619
N -1.666 -0.071 0.976
C -2.790 0.821 1.039
C -2.849 1.716 -0.204
O -1.854 1.938 -0.844
C -4.224 2.231 -0.593
C -5.116 2.525 0.614
C -4.842 1.110 -1.447
C -4.063 3.496 -1.441
N -0.190 -3.137 0.156
C 1.180 -3.600 0.132
C -1.217 -3.977 -0.222
O -1.016 -5.122 -0.562
H -4.499 -3.865 -0.530
H -3.541 -5.257 0.057
H -3.366 -4.719 -1.620
H 0.286 1.498 2.713
H -0.481 2.270 1.307
H 0.702 2.374 -0.757
H 1.418 0.746 -0.766
H 2.916 2.278 -1.962
H 2.977 3.368 -0.544
H 5.664 -1.832 -2.087
H 7.643 -2.805 -0.505
H 7.816 -1.015 1.542
H 4.754 1.001 1.533
H 4.020 2.614 1.441
H 2.559 1.073 2.709
H 2.509 -0.049 1.324
H -3.688 0.204 1.098
H -2.726 1.458 1.926
H -4.627 3.211 1.303
H -6.035 2.993 0.270
H -5.386 1.620 1.149
H -4.893 0.172 -0.900
H -5.849 1.394 -1.742
H -4.249 0.952 -2.346
H -5.019 3.788 -1.866
H -3.686 4.316 -0.833
H -3.358 3.319 -2.250
H 1.606 -3.540 1.134
H 1.767 -2.975 -0.541
H 1.177 -4.631 -0.217
*
```